# 1
{"formula": "BrH14O7", "method": "ωB97M-V/def2-TZVPD", "elements": ["Br", "O", "H", "H", "O", "H", "H", "O", "H", "H", "O", "H", "H", "O", "H", "H", "O", "H", "H", "O", "H", "H"], "coordinates": [[0.401, -0.107, -0.123], [0.018, -0.435, 3.365], [0.378, -1.007, 4.042], [0.431, -0.732, 2.554], [1.851, 1.781, 2.451], [1.470, 1.648, 3.320], [1.284, 1.284, 1.862], [0.730, -0.082, -3.411], [0.913, 0.044, -2.480], [-0.224, -0.036, -3.476], [-1.929, -2.284, -1.602], [-1.647, -2.949, -2.229], [-1.115, -1.949, -1.225], [-1.908, 1.753, -1.566], [-1.992, 1.416, -2.458], [-1.078, 1.395, -1.251], [-0.343, -3.176, 0.982], [0.014, -3.146, 1.870], [0.053, -2.425, 0.539], [1.160, 3.151, -0.636], [1.034, 2.233, -0.398], [0.498, 3.623, -0.130]], "atomic_forces_ev_per_a": [[0.3, -0.2, 0.3], [-0.2, 0.1, 0.5], [0.1, -0.1, 0.2], [0.0, 0.1, -0.7], [0.6, 0.5, 0.3], [-0.2, -0.2, 0.1], [-0.3, -0.3, -0.4], [0.2, -0.1, -0.9], [0.0, 0.0, 0.7], [-0.2, -0.1, 0.1], [-0.5, -0.1, -0.3], [0.1, -0.2, -0.1], [0.3, 0.4, 0.3], [-0.7, 0.5, -0.2], [0.0, -0.1, -0.1], [0.4, -0.3, 0.3], [-0.2, -0.8, 0.2], [0.0, 0.0, 0.2], [0.2, 0.6, -0.2], [0.3, 0.6, -0.3], [0.0, -0.6, 0.1], [-0.2, 0.0, 0.1]], "nbo_charge": [-0.906, -0.948, 0.455, 0.488, -0.962, 0.464, 0.487, -0.966, 0.493, 0.457, -0.948, 0.454, 0.486, -0.959, 0.452, 0.488, -0.956, 0.452, 0.486, -0.960, 0.484, 0.461], "homo_ha": -0.2236, "orbital_gap_ev": 9.083, "lumo_energy_ev": 3.0, "charge": -1, "relative_energy_kj_mol": 77.3}

---

# 2
{"formula": "C3H12NO", "method": "ωB97M-V/def2-TZVPD", "elements": ["C", "C", "N", "C", "H", "H", "H", "H", "H", "H", "H", "H", "H", "H", "H", "H", "O"], "coordinates": [[-0.349, -1.649, -0.899], [-0.919, -0.323, -0.711], [-0.260, 0.393, 0.405], [-0.706, 1.902, 0.476], [-0.633, -2.326, -0.049], [-0.889, -2.169, -1.843], [0.749, -1.638, -1.039], [-0.829, 0.395, -1.491], [-2.033, -0.465, -0.609], [0.708, 0.307, 0.439], [-0.420, -0.013, 1.384], [-0.672, 2.221, -0.549], [0.040, 2.431, 1.016], [-1.709, 2.052, 0.877], [2.698, -0.392, 1.666], [2.952, -0.284, 0.139], [2.272, -0.442, 0.788]], "atomic_forces_ev_per_a": [[-0.4, -3.3, -1.9], [-1.9, 0.4, 0.4], [-4.3, 1.7, 3.5], [0.4, -1.7, -0.6], [0.5, 0.6, -0.6], [1.5, 1.3, 2.0], [-0.6, -0.2, 0.0], [0.4, 0.1, -1.2], [1.1, 0.7, 0.7], [3.0, -0.1, -0.9], [-0.5, 0.3, -1.7], [-0.1, 0.3, -0.4], [0.4, 0.4, 0.6], [0.2, -0.5, 0.1], [-0.1, -0.1, -0.7], [0.6, 0.0, -0.3], [-0.2, 0.1, 1.0]], "nbo_charge": [-0.644, -0.234, -0.515, -0.401, 0.234, 0.262, 0.230, 0.214, 0.238, 0.456, 0.428, 0.222, 0.231, 0.244, 0.507, 0.502, -0.974], "homo_ha": -0.6018, "orbital_gap_ev": 13.185, "lumo_energy_ev": -3.2, "charge": 1, "relative_energy_kj_mol": 102.6}

---

# 3
{"formula": "C7H20BrO5S", "method": "ωB97M-V/def2-TZVPD", "elements": ["Br", "C", "C", "O", "H", "H", "H", "H", "H", "H", "C", "C", "O", "H", "H", "H", "H", "H", "H", "O", "S", "O", "O", "C", "C", "C", "H", "H", "H", "H", "H", "H", "H", "H"], "coordinates": [[-0.141, -1.489, 1.303], [-2.919, -3.553, -1.413], [-1.633, -4.296, -0.991], [-0.486, -3.560, -1.329], [-2.910, -2.516, -1.079], [-3.840, -4.026, -1.046], [-3.065, -3.584, -2.498], [-1.639, -5.230, -1.557], [-1.691, -4.470, 0.087], [-0.398, -2.855, -0.653], [0.633, 0.635, -3.674], [0.565, -0.494, -2.651], [1.364, -0.117, -1.531], [1.583, 0.552, -4.211], [0.624, 1.585, -3.145], [-0.166, 0.520, -4.407], [0.936, -1.433, -3.070], [-0.468, -0.647, -2.326], [1.025, -0.569, -0.732], [0.659, 3.841, 4.271], [-0.103, 2.751, 3.693], [-1.488, 2.580, 3.993], [0.026, 2.897, 2.089], [1.342, 3.023, 1.531], [1.258, 2.642, 0.071], [0.737, 1.193, 4.023], [2.036, 2.346, 2.040], [1.735, 4.020, 1.742], [2.243, 2.362, -0.295], [0.863, 3.468, -0.522], [0.603, 1.778, -0.019], [0.571, 0.989, 5.079], [1.807, 1.252, 3.844], [0.340, 0.407, 3.384]], "atomic_forces_ev_per_a": [[0.1, 0.1, -0.2], [-0.3, -0.3, -0.3], [-1.1, 0.7, -0.3], [0.1, 0.0, 0.0], [0.1, 0.0, 0.0], [0.3, 0.0, 0.4], [0.4, 0.2, 0.0], [0.4, -0.2, 0.3], [0.2, -0.2, 0.0], [0.1, -0.2, 0.0], [0.5, -0.8, 0.0], [0.0, 0.4, 0.5], [-0.1, -0.2, 0.0], [0.0, 0.2, 0.0], [-0.3, 0.1, -0.1], [-0.1, 0.3, 0.1], [-0.1, -0.1, -0.1], [0.0, -0.1, 0.0], [0.1, 0.0, -0.1], [-0.5, -0.7, -0.1], [1.4, 0.0, -0.7], [0.1, 0.3, -0.2], [-0.7, -0.2, 1.1], [0.7, -0.2, 0.2], [-0.1, 0.3, 0.2], [-0.1, 0.4, 0.0], [-0.2, -0.1, 0.0], [-0.2, 0.1, -0.2], [0.0, 0.0, -0.1], [0.0, -0.1, -0.1], [0.1, 0.0, -0.1], [-0.1, 0.0, 0.0], [0.0, 0.3, 0.0], [-0.3, 0.0, 0.0]], "nbo_charge": [-0.926, -0.633, -0.056, -0.762, 0.219, 0.189, 0.188, 0.151, 0.166, 0.503, -0.626, -0.059, -0.778, 0.193, 0.213, 0.197, 0.159, 0.167, 0.509, -0.961, 2.369, -0.918, -0.710, -0.070, -0.633, -0.899, 0.172, 0.181, 0.222, 0.197, 0.259, 0.241, 0.234, 0.302], "homo_ha": -0.1862, "orbital_gap_ev": 8.118, "lumo_energy_ev": 3.1, "charge": -1, "relative_energy_kj_mol": 20.6}

---

# 4
{"formula": "C4H7N", "method": "ωB97M-V/def2-TZVPD", "elements": ["C", "C", "C", "N", "C", "H", "H", "H", "H", "H", "H", "H"], "coordinates": [[1.975, 0.535, 0.656], [0.755, -0.182, 0.432], [-0.343, 0.137, -0.288], [-1.281, -0.884, -0.443], [-2.459, -0.658, -0.816], [1.985, 1.057, 1.665], [2.155, 1.266, -0.083], [2.881, -0.082, 0.734], [0.732, -1.109, 0.930], [-0.420, 0.978, -0.772], [-2.878, 0.345, -1.138], [-3.103, -1.401, -0.878]], "atomic_forces_ev_per_a": [[1.6, 1.4, 2.2], [-1.9, -0.2, -0.9], [2.3, -5.1, 2.9], [-0.3, -0.2, 0.7], [1.9, 4.5, -0.6], [-0.2, -0.4, -1.0], [0.3, 1.1, -0.8], [-0.4, -0.2, -0.3], [-0.3, -1.3, 0.3], [-0.7, 4.8, -2.8], [0.7, -0.7, 0.4], [-2.9, -3.6, -0.3]], "nbo_charge": [-0.654, -0.131, -0.077, -0.401, -0.036, 0.223, 0.213, 0.224, 0.197, 0.163, 0.123, 0.156], "homo_ha": -0.3225, "orbital_gap_ev": 9.839, "lumo_energy_ev": 1.1, "charge": 0, "relative_energy_kj_mol": 194.3}

---

Number 1: calculated total energy -84606.0258 eV. Number 2: calculated total energy -6836.3510 eV. Number 3: calculated total energy -98700.9945 eV. Number 4: calculated total energy -5749.4027 eV.